C29H15N7O11Rh | ωB97M-V with the def2-TZVPD basis set

Last column: Löwdin charge in e.
Geometry (Å):
1 Rh -0.043 -0.064 0.613  1.29
2 O 6.732 -0.366 2.270  -0.03
3 C 6.321 -0.151 1.122  -0.69
4 O 6.848 0.082 0.021  -0.04
5 C 4.732 -0.169 1.015  -0.07
6 C 4.139 -0.494 -0.205  0.02
7 C 2.766 -0.455 -0.314  -0.10
8 N 2.002 -0.085 0.728  -0.06
9 C 2.564 0.218 1.893  -0.18
10 C 3.929 0.177 2.095  0.08
11 C 1.587 0.677 2.958  -0.57
12 O 2.010 0.950 4.058  0.09
13 O 0.355 0.777 2.542  -0.09
14 H 4.756 -0.746 -1.055  0.12
15 H 2.259 -0.704 -1.237  0.11
16 H 4.332 0.411 3.069  0.13
17 N -7.382 7.069 -0.019  0.15
18 C -6.574 6.251 -0.025  -0.18
19 C -5.564 5.228 -0.026  -0.23
20 C -5.542 4.276 0.991  -0.01
21 C -4.558 3.305 1.006  -0.01
22 C -3.573 3.274 0.019  -0.16
23 C -3.613 4.221 -1.003  -0.02
24 C -4.600 5.189 -1.030  -0.01
25 C -2.504 2.249 0.080  -0.02
26 C -2.899 0.911 0.171  -0.24
27 C -4.197 0.383 -0.053  -0.02
28 C -4.083 -0.989 0.009  -0.06
29 C -2.731 -1.263 0.278  -0.12
30 N -2.025 -0.138 0.367  -0.07
31 C -1.174 2.666 0.000  -0.22
32 C -0.697 4.000 -0.102  -0.02
33 C 0.672 3.933 -0.204  -0.05
34 C 1.013 2.571 -0.149  -0.10
35 N -0.072 1.815 -0.024  -0.05
36 H -6.301 4.301 1.761  0.12
37 H -4.528 2.571 1.801  0.13
38 H -2.880 4.175 -1.797  0.13
39 H -4.630 5.920 -1.828  0.12
40 H -5.080 0.963 -0.267  0.11
41 H -4.865 -1.719 -0.124  0.10
42 H -2.278 -2.234 0.397  0.10
43 H -1.297 4.894 -0.093  0.11
44 H 1.361 4.756 -0.302  0.10
45 H 2.001 2.147 -0.225  0.11
46 O -0.501 -7.812 1.010  0.08
47 N -0.356 -7.348 -0.106  -0.36
48 O -0.359 -8.004 -1.130  0.08
49 C -0.175 -5.907 -0.224  -0.13
50 C -0.036 -5.339 -1.484  0.09
51 C 0.123 -3.987 -1.617  -0.03
52 C 0.140 -3.094 -0.473  -0.28
53 O 0.300 -1.865 -0.602  -0.10
54 C -0.016 -3.759 0.799  -0.06
55 C -0.153 -5.130 0.906  0.09
56 N -0.017 -3.017 2.030  -0.28
57 O -0.057 -1.779 2.034  -0.01
58 O -0.005 -3.622 3.075  0.12
59 N 0.301 -3.480 -2.982  -0.34
60 O 0.121 -4.278 -3.891  0.06
61 O 0.618 -2.327 -3.160  0.10
62 H -0.047 -5.953 -2.371  0.13
63 H -0.255 -5.580 1.882  0.14

Output
- HOMO energy (Ha) = -0.2099
- Kohn-Sham gap (Eh) = 0.212
- energy above the lowest of the compared OMol25 structures with the same formula, charge and spin (eV) = 0.725
- lowest unoccupied orbital energy (eV) = 0.05
- charge = -1
- F_max (eV/A) = 3.78